ORCA calculation (ωB97M-V/def2-TZVPD) on C44H37NO6PS7W as an isolated structure.

## Properties
**Spin multiplicity**: 3
**Relative energy (zero: lowest compared OMol25 entry of this formula, charge and spin)**: 23.0 kJ/mol
**LUMO (spin up / spin down)**: 2.25 / 1.63 eV
**HOMO-LUMO gap (spin up / spin down)**: 7.211 / 6.745 eV
**E_tot**: -5401.02966 hartree
**Charge**: -1

Each line ends with the Mulliken spin population.
Atoms and positions in Å:
W (-0.225, 0.414, 1.146)  1.47
O (0.465, 3.700, 2.951)  0.00
S (0.515, 2.518, 3.781)  0.03
O (-0.065, 2.642, 5.092)  0.00
O (0.001, 1.302, 3.084)  0.06
C (2.264, 2.277, 4.088)  -0.01
C (2.747, 2.985, 5.183)  0.00
C (4.100, 3.014, 5.472)  0.00
C (4.995, 2.334, 4.661)  0.00
C (4.524, 1.615, 3.576)  0.00
C (3.163, 1.579, 3.289)  0.00
S (2.697, 0.480, 1.971)  0.03
O (3.907, 0.171, 1.263)  0.00
O (1.975, -0.621, 2.568)  0.02
O (1.728, 1.255, 1.097)  0.01
H (2.036, 3.510, 5.805)  0.00
H (4.453, 3.571, 6.330)  0.00
H (6.056, 2.355, 4.871)  0.00
H (5.198, 1.065, 2.935)  0.00
C (-2.681, 0.240, -1.947)  0.01
C (-1.755, -0.433, -2.914)  0.03
C (-2.285, -1.022, -4.056)  0.00
C (-1.478, -1.595, -5.024)  0.00
C (-0.102, -1.584, -4.863)  0.00
C (0.447, -1.003, -3.730)  0.00
C (-0.361, -0.440, -2.744)  -0.03
P (0.393, 0.468, -1.338)  0.21
C (2.202, 0.300, -1.602)  -0.02
C (2.952, 1.472, -1.727)  0.01
C (4.326, 1.433, -1.869)  0.00
C (4.980, 0.211, -1.881)  0.00
C (4.249, -0.952, -1.731)  0.00
C (2.865, -0.932, -1.579)  0.01
C (2.153, -2.244, -1.397)  0.00
C (-0.008, 2.158, -1.838)  0.00
C (0.233, 2.645, -3.125)  0.00
C (-0.200, 3.906, -3.476)  0.00
C (-0.898, 4.673, -2.540)  0.00
C (-1.148, 4.178, -1.276)  -0.01
C (-0.705, 2.903, -0.895)  -0.07
C (-1.015, 2.350, 0.465)  0.06
H (-3.708, -0.075, -2.120)  0.00
H (-2.633, 1.325, -2.068)  0.00
H (-2.426, 0.017, -0.909)  -0.01
H (-3.362, -1.026, -4.181)  0.00
H (-1.924, -2.050, -5.900)  0.00
H (0.546, -2.012, -5.618)  0.00
H (1.522, -0.965, -3.627)  0.00
H (2.458, 2.433, -1.690)  0.00
H (4.883, 2.358, -1.952)  0.00
H (6.058, 0.165, -1.978)  0.00
H (4.756, -1.910, -1.701)  0.00
H (2.709, -2.887, -0.715)  0.00
H (2.050, -2.770, -2.350)  0.00
H (1.154, -2.111, -0.989)  0.02
H (0.758, 2.026, -3.845)  0.00
H (-0.012, 4.293, -4.470)  0.00
H (-1.255, 5.659, -2.812)  0.00
H (-1.711, 4.771, -0.564)  0.00
H (-2.101, 2.371, 0.598)  0.00
H (-0.615, 3.059, 1.199)  -0.01
N (-0.359, -1.499, 0.882)  0.00
C (-0.625, -2.674, 0.483)  0.00
C (-1.645, -3.019, -0.556)  0.04
C (-2.962, -2.598, -0.412)  0.02
C (-3.929, -2.997, -1.325)  0.00
C (-3.585, -3.816, -2.391)  0.01
C (-2.267, -4.228, -2.549)  -0.01
C (-1.304, -3.836, -1.634)  0.03
C (0.093, -3.836, 1.105)  0.01
C (-0.446, -5.123, 1.084)  0.04
C (0.223, -6.178, 1.688)  -0.02
C (1.445, -5.962, 2.309)  0.03
C (1.987, -4.683, 2.334)  -0.02
C (1.316, -3.627, 1.742)  0.03
H (-3.212, -1.965, 0.431)  -0.01
H (-4.953, -2.668, -1.199)  0.00
H (-4.339, -4.128, -3.103)  0.00
H (-1.988, -4.851, -3.390)  0.00
H (-0.280, -4.174, -1.746)  0.00
H (-1.401, -5.297, 0.606)  0.00
H (-0.213, -7.169, 1.675)  0.00
H (1.970, -6.786, 2.777)  0.00
H (2.937, -4.506, 2.823)  0.00
H (1.717, -2.623, 1.783)  0.03
C (-2.837, 4.592, 3.032)  0.00
S (-3.082, 2.896, 3.607)  0.00
C (-4.012, 2.213, 2.298)  -0.01
C (-3.765, 0.984, 1.787)  0.02
S (-2.482, -0.139, 2.208)  -0.01
S (-4.960, 0.437, 0.630)  0.00
C (-5.960, 1.833, 0.582)  0.00
S (-7.244, 2.020, -0.436)  0.00
S (-5.413, 3.050, 1.674)  0.00
H (-2.150, 5.035, 3.750)  0.00
H (-3.765, 5.162, 3.005)  0.00
H (-2.350, 4.591, 2.059)  0.00


ORCA calculation (ωB97M-V/def2-TZVPD) on C44H38BaF4N10S2Te as an isolated structure at a distorted geometry.

## Properties
**Relative energy (zero: lowest compared OMol25 entry of this formula, charge and spin)**: 812.8 kJ/mol
**LUMO**: -2.70 eV
**HOMO-LUMO gap**: 2.453 eV
**E_tot**: -3736.10234 hartree

Each line ends with the Mulliken charge.
Atoms and positions in Å:
Ba (0.133, 1.010, -0.110)  1.56
C (2.598, -1.972, -0.828)  -2.11
C (1.159, -2.354, -1.109)  0.89
C (0.358, -3.025, -0.172)  1.36
C (0.885, -3.331, 1.216)  -2.30
C (-0.957, -3.374, -0.511)  1.21
C (-1.847, -4.119, 0.460)  -2.16
C (-1.469, -3.055, -1.773)  1.61
C (-2.914, -3.380, -2.080)  -2.49
C (-0.662, -2.411, -2.720)  1.23
C (-1.200, -2.153, -4.109)  -2.33
C (0.632, -2.010, -2.366)  0.43
C (1.438, -1.094, -3.256)  -1.57
H (3.246, -2.415, -1.583)  0.48
H (2.951, -2.343, 0.127)  0.51
H (2.684, -0.883, -0.858)  0.15
H (1.254, -4.356, 1.279)  0.46
H (0.106, -3.210, 1.970)  0.22
H (1.700, -2.666, 1.484)  0.09
H (-2.352, -4.949, -0.034)  0.44
H (-2.626, -3.469, 0.872)  0.20
H (-1.284, -4.535, 1.290)  0.46
H (-3.539, -3.236, -1.198)  0.41
H (-3.028, -4.421, -2.394)  0.41
H (-3.315, -2.748, -2.869)  0.50
H (-0.402, -2.204, -4.845)  0.50
H (-1.659, -1.161, -4.174)  0.24
H (-1.938, -2.900, -4.388)  0.49
H (2.502, -1.292, -3.180)  0.30
H (1.245, -0.080, -2.892)  0.14
H (1.149, -1.181, -4.298)  0.51
N (1.905, 1.955, 2.953)  -0.46
C (0.756, 1.737, 2.272)  0.38
S (0.195, 0.000, 2.262)  -0.66
N (0.101, 2.678, 1.716)  -1.29
N (-1.013, 2.314, 1.063)  0.02
C (-1.609, 3.152, 0.206)  -1.82
C (-2.524, 2.498, -0.702)  1.27
C (-3.617, 3.140, -1.283)  -1.16
C (-4.491, 2.401, -2.052)  -0.62
C (-4.239, 1.042, -2.243)  -0.92
C (-3.079, 0.508, -1.721)  -1.08
N (-2.223, 1.205, -0.969)  1.52
H (2.559, 1.180, 2.973)  0.17
H (2.332, 2.849, 2.739)  0.33
H (-1.693, 4.207, 0.430)  0.80
H (-3.760, 4.196, -1.095)  0.56
H (-5.369, 2.864, -2.481)  0.51
H (-4.925, 0.420, -2.799)  0.57
H (-2.802, -0.531, -1.881)  0.24
C (-2.778, -1.213, 2.877)  -1.30
Te (-2.040, 0.337, 1.618)  1.33
C (-3.012, 1.597, 2.972)  -1.20
C (-3.177, 0.820, 4.241)  0.57
C (-3.449, 1.454, 5.449)  -0.78
C (-3.569, 0.716, 6.613)  -0.63
C (-3.401, -0.663, 6.581)  -0.63
C (-3.125, -1.296, 5.383)  -0.83
C (-3.028, -0.564, 4.204)  0.76
H (-2.188, -2.127, 2.950)  0.53
H (-3.732, -1.467, 2.395)  0.53
H (-3.971, 1.808, 2.484)  0.60
H (-2.491, 2.541, 3.116)  0.59
H (-3.567, 2.531, 5.468)  0.47
H (-3.788, 1.216, 7.546)  0.42
H (-3.482, -1.242, 7.491)  0.43
H (-2.986, -2.370, 5.357)  0.47
C (-3.327, 4.612, -5.144)  -1.39
C (-2.295, 3.688, -4.576)  0.93
C (-1.948, 2.484, -5.183)  -1.26
C (-1.002, 1.707, -4.539)  -0.05
N (-0.421, 2.067, -3.398)  0.10
C (-0.787, 3.264, -2.907)  0.10
S (-0.020, 3.775, -1.434)  -0.03
N (-1.708, 4.065, -3.443)  -0.39
H (-2.922, 5.122, -6.019)  0.37
H (-3.582, 5.363, -4.400)  0.33
H (-4.221, 4.070, -5.453)  0.36
H (-2.416, 2.176, -6.108)  0.45
H (-0.686, 0.753, -4.946)  0.65
F (3.279, 0.491, 1.457)  0.35
C (4.603, 0.173, 1.255)  0.03
C (5.067, -0.946, 1.902)  0.68
F (4.150, -1.683, 2.571)  -0.47
C (6.422, -1.318, 1.907)  0.30
C (7.243, -0.429, 1.172)  0.00
C (6.758, 0.670, 0.494)  0.27
F (7.627, 1.412, -0.205)  -0.36
C (5.406, 1.020, 0.493)  0.81
C (4.830, 2.152, -0.258)  -0.82
C (3.567, 1.958, -0.724)  0.09
N (2.514, 1.556, -1.049)  -0.47
C (5.539, 3.362, -0.426)  -0.09
N (6.127, 4.353, -0.503)  -0.64
F (8.557, -0.669, 1.087)  -0.34
C (6.914, -2.463, 2.606)  0.31
C (6.068, -3.355, 3.299)  0.14
N (5.416, -4.119, 3.875)  -0.80
C (8.286, -2.789, 2.693)  0.05
N (9.393, -3.096, 2.823)  -0.72


ORCA calculation (ωB97M-V/def2-TZVPD) on C44H38HfN12S as an isolated structure at a distorted geometry.

## Properties
**Relative energy (zero: lowest compared OMol25 entry of this formula, charge and spin)**: 104.2 kJ/mol
**LUMO**: -5.60 eV
**HOMO-LUMO gap**: 6.800 eV
**E_tot**: -2802.55544 hartree
**Charge**: +2

Each line ends with the Mulliken charge.
Atoms and positions in Å:
Hf (-0.212, 0.427, 0.835)  0.53
C (4.632, -5.021, 0.281)  -1.67
C (3.437, -4.128, 0.451)  0.25
C (2.379, -4.492, 1.282)  -1.21
C (1.303, -3.654, 1.455)  0.13
C (1.174, -2.423, 0.786)  0.27
N (0.082, -1.579, 1.067)  1.69
C (-1.054, -2.217, 1.632)  -0.54
C (-1.748, -3.207, 0.934)  -0.58
C (-2.805, -3.886, 1.505)  -1.01
C (-3.212, -3.622, 2.814)  0.55
C (-4.357, -4.367, 3.438)  -1.48
C (-2.548, -2.620, 3.507)  0.17
C (-1.498, -1.918, 2.925)  -0.66
N (-0.946, -0.811, 3.632)  0.69
C (-0.710, -0.696, 4.948)  -0.09
C (-0.390, 0.623, 5.206)  -1.34
C (-0.462, 1.256, 3.970)  -0.33
N (-0.805, 0.388, 3.013)  -0.27
C (2.235, -2.066, -0.064)  -0.09
C (3.345, -2.907, -0.186)  -0.83
N (2.260, -0.865, -0.833)  0.01
C (3.073, -0.616, -1.878)  -0.07
C (2.840, 0.670, -2.307)  -1.81
C (1.833, 1.141, -1.480)  -0.07
N (1.485, 0.207, -0.585)  0.85
H (4.321, -6.060, 0.186)  0.40
H (5.211, -4.748, -0.599)  0.39
H (5.289, -4.956, 1.151)  0.32
H (2.409, -5.436, 1.812)  0.45
H (0.520, -3.944, 2.141)  0.67
H (-1.423, -3.442, -0.073)  0.52
H (-3.321, -4.645, 0.931)  0.44
H (-4.533, -5.309, 2.924)  0.42
H (-4.165, -4.575, 4.490)  0.39
H (-5.277, -3.782, 3.382)  0.26
H (-2.873, -2.357, 4.507)  0.58
H (-0.777, -1.539, 5.616)  0.55
H (-0.142, 1.057, 6.158)  0.51
H (-0.293, 2.295, 3.735)  0.59
H (4.188, -2.594, -0.787)  0.43
H (3.760, -1.345, -2.264)  0.49
H (3.333, 1.188, -3.111)  0.53
H (1.351, 2.104, -1.501)  0.40
C (-4.657, -0.355, 0.700)  -0.86
C (-5.057, 0.308, -0.458)  -0.67
C (-4.223, 1.264, -0.980)  -0.72
C (-2.963, 1.494, -0.411)  0.04
N (-2.526, 0.773, 0.659)  0.13
C (-3.419, -0.076, 1.216)  -0.49
N (-2.277, 2.563, -0.927)  -0.27
C (-1.182, 3.045, -0.462)  0.04
N (-0.298, 2.483, 0.455)  0.35
C (0.716, 3.410, 0.688)  -0.15
N (1.757, 3.300, 1.423)  -0.41
C (2.220, 2.230, 2.144)  -0.02
C (3.292, 2.518, 3.004)  -0.61
C (3.899, 1.515, 3.720)  -0.72
C (3.423, 0.214, 3.576)  -1.12
C (2.356, -0.005, 2.740)  -0.09
N (1.741, 0.966, 2.034)  0.68
C (0.436, 4.634, -0.076)  0.23
C (1.070, 5.861, -0.116)  -0.28
C (0.532, 6.833, -0.950)  -0.74
C (-0.606, 6.582, -1.713)  -0.71
C (-1.253, 5.353, -1.655)  -0.24
C (-0.712, 4.387, -0.828)  0.17
H (-5.303, -1.062, 1.199)  0.58
H (-6.020, 0.104, -0.907)  0.48
H (-4.519, 1.879, -1.817)  0.56
H (-3.129, -0.524, 2.150)  0.70
H (3.613, 3.547, 3.065)  0.60
H (4.739, 1.726, 4.369)  0.45
H (3.871, -0.614, 4.106)  0.57
H (1.963, -1.006, 2.623)  0.44
H (1.942, 6.055, 0.494)  0.58
H (0.997, 7.808, -1.004)  0.45
H (-1.002, 7.360, -2.352)  0.45
H (-2.153, 5.154, -2.222)  0.58
C (-1.697, 2.171, -6.060)  -1.49
C (-0.953, 1.074, -5.382)  0.85
C (0.036, 0.330, -5.964)  -0.94
C (0.677, -0.654, -5.190)  0.96
N (0.352, -0.866, -3.918)  -0.21
C (-0.630, -0.169, -3.361)  0.01
S (-1.235, -0.475, -1.807)  -0.11
N (-1.262, 0.802, -4.094)  0.16
C (1.757, -1.502, -5.765)  -1.29
H (-1.520, 2.155, -7.131)  0.41
H (-1.364, 3.138, -5.674)  0.31
H (-2.769, 2.091, -5.878)  0.39
H (0.311, 0.493, -6.995)  0.43
H (-2.004, 1.311, -3.630)  0.12
H (1.774, -1.449, -6.851)  0.41
H (1.624, -2.535, -5.446)  0.36
H (2.725, -1.166, -5.386)  0.24


> What is the formula in the second record?

C44H38BaF4N10S2Te